No. 1
7
Properties=species:S:1:pos:R:3:nbo_charge:R:1 method="wB97M-V/def2-TZVPD" homo_energy_ev="-24.97 / -20.67" total_charge=+2 relative_energy_kj_mol=0.00 spin_multiplicity=2 e_lumo_ev="-8.5 / -17.1" fmax_ha_per_bohr=0.0296 gap_ev="16.45 / 3.54" s_squared=0.7567 total_energy_ha=-752.02545
K -1.69 1.13 0.54 1.00
O 0.75 -0.04 1.83 -0.53
H 1.17 -0.05 2.69 0.54
H 1.10 -0.81 1.38 0.51
O -0.75 -0.04 -1.90 -0.56
H -0.74 0.05 -2.86 0.54
H 0.16 -0.24 -1.67 0.50

***

No. 2
14
Properties=species:S:1:pos:R:3:nbo_charge:R:1 method="wB97M-V/def2-TZVPD" homo_energy_ev=-8.24 relative_energy_kj_mol=353.27 spin_multiplicity=1 e_lumo_ev=0.9 fmax_ha_per_bohr=0.0296 gap_ev=9.09 total_energy_ha=-324.58991
O 1.81 -1.56 0.46 -0.64
C 0.89 -0.61 0.23 0.32
C 1.06 0.44 -0.58 -0.27
N -0.27 1.02 -0.72 -0.41
C -1.09 -0.26 -0.81 -0.20
C -0.57 -0.54 0.62 -0.31
C -0.66 1.01 0.74 -0.20
H 2.40 -1.24 -0.22 0.49
H 1.95 1.03 -0.76 0.22
H -0.77 -0.94 -1.61 0.20
H -2.15 -0.04 -0.86 0.19
H -0.98 -1.26 1.33 0.22
H -1.67 1.39 0.88 0.19
H 0.06 1.53 1.39 0.20

***

No. 3
10
Properties=species:S:1:pos:R:3:nbo_charge:R:1 method="wB97M-V/def2-TZVPD" smiles="O=C1CC(=S)ON1" homo_energy_ev=-9.14 relative_energy_kj_mol=344.59 spin_multiplicity=1 e_lumo_ev=-0.2 fmax_ha_per_bohr=0.0988 gap_ev=8.93 total_energy_ha=-719.44901
O 2.17 -0.55 -0.33 -0.52
C 1.12 -0.13 0.12 0.66
C -0.22 -0.83 0.25 -0.63
C -1.21 0.20 0.01 0.26
S -2.86 -0.09 -0.12 -0.08
O -0.58 1.33 -0.09 -0.32
N 0.80 1.25 0.23 -0.32
H 0.01 -1.56 -0.61 0.29
H -0.32 -1.37 1.10 0.28
H 1.09 1.75 -0.57 0.39

***

No. 4
20
Properties=species:S:1:pos:R:3:nbo_charge:R:1 method="wB97M-V/def2-TZVPD" smiles="CN[C@H](C)CNC=O" homo_energy_ev=-8.86 relative_energy_kj_mol=261.93 spin_multiplicity=1 e_lumo_ev=0.9 fmax_ha_per_bohr=0.0885 gap_ev=9.71 total_energy_ha=-382.40276
C 1.68 1.59 -0.54 -0.42
N 0.62 0.74 -1.03 -0.68
C 0.42 -0.40 -0.20 -0.04
C 1.35 -1.51 -0.52 -0.65
C -1.17 -0.60 -0.11 -0.21
N -1.71 0.37 0.81 -0.63
C -2.84 0.28 1.58 0.53
O -3.64 -0.65 1.58 -0.60
H 1.89 1.62 0.58 0.20
H 1.58 2.62 -0.92 0.20
H 2.70 1.12 -0.80 0.16
H 0.70 0.71 -2.03 0.38
H 0.71 -0.20 0.94 0.19
H 0.81 -2.27 -1.16 0.20
H 2.32 -1.45 -0.96 0.23
H 1.45 -2.04 0.41 0.21
H -1.55 -0.60 -1.13 0.19
H -1.38 -1.63 0.36 0.21
H -1.21 1.23 0.74 0.40
H -2.73 1.08 2.41 0.11

***

No. 5
83
Properties=species:S:1:pos:R:3:mulliken_charge:R:1 method="wB97M-V/def2-TZVPD" homo_energy_ev=-6.32 relative_energy_kj_mol=16.26 spin_multiplicity=1 e_lumo_ev=-0.1 fmax_ha_per_bohr=0.0249 gap_ev=6.20 total_energy_ha=-4287.30496
Na 2.78 -0.01 0.13 0.72
C 4.77 2.78 0.74 -1.37
C 5.70 1.75 1.39 0.68
C 5.98 0.56 0.47 -1.37
C 5.24 1.34 2.78 0.44
C 6.02 1.67 3.88 -0.78
C 5.64 1.31 5.17 -1.17
C 4.48 0.58 5.33 -0.75
C 3.67 0.21 4.25 0.05
C 2.41 -0.59 4.53 0.49
C 2.13 -1.74 3.57 -1.24
C 1.20 0.33 4.64 -1.17
C 4.02 0.63 2.95 0.64
O 3.24 0.40 1.93 -0.55
H 5.13 3.06 -0.26 0.44
H 4.72 3.69 1.34 0.37
H 3.75 2.41 0.65 0.04
H 6.66 2.26 1.53 0.48
H 5.09 -0.07 0.34 0.06
H 6.74 -0.09 0.90 0.37
H 6.32 0.89 -0.51 0.43
H 6.94 2.22 3.72 0.35
H 6.25 1.58 6.02 0.36
H 4.17 0.26 6.32 0.35
H 2.58 -1.05 5.51 0.45
H 1.79 -1.39 2.60 -0.17
H 1.35 -2.38 4.00 0.46
H 3.01 -2.36 3.41 0.41
H 1.04 0.85 3.68 0.04
H 1.34 1.09 5.41 0.42
H 0.29 -0.23 4.87 0.38
C -0.37 -0.31 -2.73 -1.30
C -1.83 0.05 -2.98 -1.24
As -3.14 -0.85 -1.82 0.58
C -4.74 -0.20 -2.74 0.13
C -4.76 0.94 -3.54 -0.21
C -5.94 1.37 -4.13 -0.71
C -7.12 0.67 -3.91 -0.41
C -7.11 -0.46 -3.11 -0.63
C -5.93 -0.88 -2.52 -0.47
C -3.03 -2.61 -2.67 0.16
C -3.22 -2.79 -4.04 -0.33
C -3.12 -4.05 -4.60 -0.66
C -2.83 -5.15 -3.80 -0.41
C -2.66 -4.98 -2.43 -0.64
C -2.76 -3.71 -1.87 -0.24
P 0.45 0.30 -1.22 0.03
C -0.12 2.02 -1.05 0.60
C -1.43 2.37 -0.75 0.18
C -1.81 3.70 -0.68 -0.96
C -0.87 4.70 -0.90 -0.53
C 0.45 4.37 -1.19 -0.70
C 0.82 3.03 -1.26 -0.53
C -0.33 -0.61 0.17 1.38
C -0.87 0.00 1.30 -0.49
C -1.37 -0.78 2.34 -0.73
C -1.32 -2.16 2.27 -0.80
C -0.76 -2.77 1.16 -0.79
C -0.26 -2.00 0.12 -0.99
H 0.23 0.10 -3.54 0.55
H -0.21 -1.40 -2.77 0.51
H -2.08 -0.21 -4.01 0.81
H -1.97 1.12 -2.88 0.72
H -3.85 1.50 -3.73 0.25
H -5.94 2.25 -4.75 0.40
H -8.04 1.01 -4.37 0.37
H -8.03 -1.01 -2.93 0.38
H -5.94 -1.77 -1.89 0.38
H -3.47 -1.94 -4.68 0.32
H -3.27 -4.18 -5.67 0.39
H -2.75 -6.14 -4.23 0.38
H -2.44 -5.83 -1.80 0.41
H -2.64 -3.58 -0.80 0.49
H -2.17 1.60 -0.56 0.58
H -2.83 3.96 -0.45 0.44
H -1.16 5.74 -0.85 0.42
H 1.19 5.14 -1.35 0.42
H 1.85 2.78 -1.47 0.29
H -0.90 1.08 1.38 0.52
H -1.78 -0.29 3.22 0.52
H -1.70 -2.76 3.09 0.45
H -0.69 -3.85 1.10 0.51
H 0.17 -2.50 -0.74 0.35

***

No. 6
12
Properties=species:S:1:pos:R:3:nbo_charge:R:1 method="wB97M-V/def2-TZVPD" smiles="C#C[C@@H]1C[N+]1=C" homo_energy_ev=-14.57 total_charge=+1 relative_energy_kj_mol=422.46 spin_multiplicity=1 e_lumo_ev=-5.3 fmax_ha_per_bohr=0.0672 gap_ev=9.30 total_energy_ha=-248.45478
C 2.45 -0.21 -1.32 -0.06
C 1.51 -0.34 -0.53 -0.14
C 0.40 -0.54 0.35 -0.10
C -0.97 -0.93 -0.14 -0.21
N -0.66 0.40 0.37 -0.23
C -1.16 1.48 0.72 0.16
H 3.40 -0.27 -1.92 0.29
H 0.69 -1.04 1.34 0.29
H -1.25 -1.06 -1.19 0.27
H -1.55 -1.59 0.54 0.26
H -0.68 2.23 1.32 0.23
H -2.18 1.86 0.46 0.24

***

No. 7
15
Properties=species:S:1:pos:R:3:nbo_charge:R:1 method="wB97M-V/def2-TZVPD" homo_energy_ev="-9.59 / -9.38" relative_energy_kj_mol=556.95 spin_multiplicity=1 e_lumo_ev="-1.1 / -0.5" fmax_ha_per_bohr=0.0534 gap_ev="8.51 / 8.90" total_energy_ha=-382.75269
C -2.35 0.71 -1.20 -0.29
O -1.39 0.05 -0.46 -0.38
C -0.14 -1.18 1.28 -0.24
C 0.63 -0.82 0.18 0.64
O 0.19 -1.03 -0.98 -0.51
O 1.73 -0.07 0.40 -0.50
C 2.35 0.45 -0.77 -0.26
H -2.94 0.03 -1.83 0.17
H -1.94 1.53 -1.81 0.17
H -3.06 1.17 -0.48 0.21
H 0.12 -0.84 2.28 0.19
H -0.96 -1.87 1.14 0.21
H 2.64 -0.36 -1.45 0.19
H 1.67 1.12 -1.31 0.19
H 3.23 0.99 -0.42 0.19

***

No. 8
21
Properties=species:S:1:pos:R:3:nbo_charge:R:1 method="wB97M-V/def2-TZVPD" smiles="CC(C)NC=O.O.O" homo_energy_ev=-9.89 relative_energy_kj_mol=186.82 spin_multiplicity=1 e_lumo_ev=0.7 fmax_ha_per_bohr=0.0880 gap_ev=10.61 total_energy_ha=-440.64404
C -1.42 -1.60 -1.66 -0.64
C -0.26 -1.07 -0.87 -0.07
C -0.66 -0.97 0.63 -0.61
N -0.05 0.35 -1.33 -0.64
C -0.78 1.43 -0.81 0.52
O -1.80 1.27 -0.25 -0.60
H -2.38 -1.08 -1.30 0.23
H -1.55 -2.68 -1.61 0.22
H -1.51 -1.15 -2.74 0.23
H 0.66 -1.55 -1.09 0.21
H 0.12 -0.35 1.13 0.17
H -1.65 -0.40 0.84 0.27
H -0.84 -2.02 0.99 0.22
H 0.91 0.48 -1.61 0.40
H -0.28 2.35 -1.05 0.12
O 0.73 1.59 2.32 -0.97
H 0.34 1.01 1.58 0.47
H 0.16 2.40 2.39 0.49
O 3.43 0.83 1.14 -0.95
H 2.80 0.97 1.84 0.49
H 4.02 0.18 1.47 0.46